# C4H8O2

A single C4H8O2 molecule (ωB97M-V with the def2-TZVPD basis set, the OMol25 dataset).

Values from the calculation:
- energy above the lowest of the compared OMol25 structures with the same formula, charge and spin (kJ/mol) = 362.5
- LUMO energy (eV) = 0.42
- HOMO energy (eV) = -8.60
- F_max (eV/A) = 0.472
- electronic energy (eV) = -8369.525

```
14
Properties=species:S:1:pos:R:3:forces:R:3:lowdin_charge:R:1
C -1.09664 -0.96295 0.53172 0.0 0.0 0.1 -0.07
C -0.25522 0.11314 -0.13357 -0.1 0.0 -0.1 -0.38
C 1.11721 -0.17011 -0.51506 0.1 0.1 0.2 -0.04
O 1.86809 0.59932 0.80549 -0.2 -0.4 -0.1 -0.06
C -0.96865 1.12359 -0.91161 0.1 0.0 0.1 -0.30
O -2.16946 1.31391 -0.88925 0.3 -0.1 0.0 0.01
H -1.93285 -0.50303 1.06734 0.2 -0.1 -0.1 0.08
H -0.51446 -1.55594 1.25049 -0.1 0.1 -0.1 0.07
H -1.53196 -1.65631 -0.20064 0.1 0.1 0.1 0.08
H 0.68239 0.79760 0.85453 -0.1 0.0 -0.1 0.18
H 1.49344 -1.19379 -0.45970 -0.1 0.2 0.0 0.12
H 1.54229 0.39722 -1.34586 -0.1 -0.1 0.3 0.11
H 2.06888 -0.07215 1.48606 0.0 0.2 -0.2 0.10
H -0.30307 1.76948 -1.53995 -0.2 -0.1 0.1 0.12
```
Positions in Å, forces in eV/Å.


# C5H11NO

2 unconnected molecules or ions with the total composition C5H11NO at a distorted geometry (ωB97M-V with the def2-TZVPD basis set, the OMol25 dataset).

Values from the calculation:
- energy above the lowest of the compared OMol25 structures with the same formula, charge and spin (kJ/mol) = 409.4
- LUMO energy (eV) = 0.71
- HOMO energy (eV) = -7.94
- F_max (eV/A) = 4.627
- structure (SMILES) = C=CC(=C)NC.O
- electronic energy (eV) = -8897.454

```
18
Properties=species:S:1:pos:R:3:forces:R:3:lowdin_charge:R:1
C -1.17322 1.32835 -1.99904 -1.7 -1.2 0.9 0.04
C -0.60813 0.39389 -1.21069 -0.4 0.9 -2.1 -0.16
C -0.78012 0.10350 0.18266 1.5 0.9 0.2 -0.38
C -1.74455 0.55969 0.96219 0.6 0.5 1.6 0.03
N 0.56478 -0.17769 0.72831 -3.3 1.2 -3.0 -0.09
C 0.49568 -0.63459 2.04955 2.9 -1.0 3.1 -0.20
H -0.78873 1.64893 -2.97285 -0.1 -0.4 0.5 0.06
H -2.22268 1.58515 -1.70528 1.1 0.7 -0.3 0.07
H 0.29235 -0.02970 -1.51331 1.6 -0.5 -1.0 0.05
H -1.22935 1.02281 1.85097 -1.8 -0.9 -0.1 0.09
H -2.77203 0.69748 0.65615 0.2 0.3 0.1 0.06
H 1.13188 0.59706 0.30491 0.2 -1.4 1.6 0.15
H 1.38111 -1.34507 2.17856 -1.0 0.6 0.1 0.08
H -0.42624 -1.26370 2.27344 1.1 1.3 -0.4 0.11
H 0.73250 0.15167 2.85691 -1.0 -0.9 -0.8 0.09
O 2.31292 -1.24849 -1.41311 -0.3 1.4 0.5 -0.05
H 1.66730 -1.94936 -1.44845 0.4 -0.6 -0.2 0.04
H 3.16652 -1.43993 -1.78093 0.1 -0.8 -0.4 0.03
```
Positions in Å, forces in eV/Å.


# C5H5NO

A molecular structure, C5H5NO (ωB97M-V with the def2-TZVPD basis set, the OMol25 dataset).

Values from the calculation:
- energy above the lowest of the compared OMol25 structures with the same formula, charge and spin (kJ/mol) = 245.8
- LUMO energy (eV) = 1.05
- HOMO energy (eV) = -9.60
- F_max (eV/A) = 0.988
- electronic energy (eV) = -8800.872

```
12
Properties=species:S:1:pos:R:3:forces:R:3:lowdin_charge:R:1
O 0.19122 -1.59155 1.92937 -0.2 0.3 -0.3 0.14
C -0.07128 -0.95370 0.97033 0.3 -0.1 0.4 -0.27
C 0.31513 -0.87979 -0.56975 0.3 -0.2 -0.2 -0.21
N -1.11351 -0.51090 -0.71078 0.0 0.3 -0.1 0.03
C -0.91520 0.31221 0.50390 0.1 0.9 0.3 -0.21
C 0.28566 1.21052 0.24372 0.1 -0.1 -0.3 -0.04
C 1.07902 0.42895 -0.49640 0.1 0.0 -0.1 -0.04
H 0.73399 -1.70516 -1.14369 -0.2 0.0 0.1 0.14
H -1.33839 0.02189 -1.55273 0.2 0.1 0.1 0.12
H -1.71622 0.88461 0.95214 -0.6 -0.7 0.3 0.13
H 0.49155 2.18545 0.68490 -0.2 -0.3 -0.2 0.11
H 2.07694 0.63243 -0.85225 0.1 -0.2 0.0 0.10
```
Positions in Å, forces in eV/Å.


# C20H26O2

A single C20H26O2 molecule at a distorted geometry (ωB97M-V with the def2-TZVPD basis set, the OMol25 dataset).

Values from the calculation:
- LUMO energy (eV) = 0.49
- HOMO energy (eV) = -8.46
- F_max (eV/A) = 5.833
- structure (SMILES) = CC1(C)/C(=C/C(=O)O)CCc2cc(C3CCCCC3)ccc21
- electronic energy (eV) = -25254.939

```
48
Properties=species:S:1:pos:R:3:forces:R:3:lowdin_charge:R:1
C 0.20869 -3.85425 -0.15530 2.1 2.4 -0.9 -0.02
C -0.56795 -2.78689 -1.01784 2.0 0.9 -1.2 -0.41
C -0.34715 -2.99168 -2.61300 0.3 -2.4 0.9 0.00
C -2.04196 -2.74241 -0.70258 -2.1 -1.8 -0.5 -0.11
C -2.69144 -3.97399 -0.76882 2.1 2.3 -0.2 0.03
C -4.05843 -4.33265 -0.49703 0.6 -2.4 -0.2 -0.51
O -4.48488 -5.46793 -0.79107 0.1 2.8 0.7 0.06
O -4.74390 -3.42410 0.22457 1.0 -0.1 -0.7 0.12
C -2.70908 -1.36430 -0.47360 -0.9 -1.4 -0.2 -0.09
C -2.18728 -0.35569 -1.56617 2.6 -0.8 5.2 -0.08
C -0.71699 -0.25644 -1.02033 0.7 0.8 0.2 -0.14
C -0.26022 1.02132 -0.60509 -0.1 0.0 -0.3 -0.01
C 0.98340 1.24557 -0.01711 0.0 -1.6 1.1 -0.18
C 1.42983 2.65873 0.39114 1.0 -1.3 1.8 -0.24
C 3.01930 2.84241 0.57118 -3.4 0.7 -2.8 -0.16
C 3.14434 4.31980 0.88330 0.2 0.9 -2.1 -0.24
C 2.51839 4.79308 2.17213 1.6 0.1 0.8 -0.23
C 1.06345 4.52664 2.28058 0.7 -1.5 1.0 -0.22
C 0.84156 3.12802 1.75836 -2.2 -2.9 1.5 -0.18
C 1.73370 0.06065 0.27313 1.0 2.2 0.3 -0.04
C 1.40074 -1.20134 -0.17150 -1.7 0.0 -0.4 -0.03
C 0.09249 -1.42159 -0.75180 -0.3 1.8 0.2 -0.12
H 0.33483 -3.47832 0.87030 -0.1 0.1 -0.3 0.10
H -0.25430 -4.76094 -0.06710 -1.4 -2.3 -0.1 0.03
H 1.26375 -4.04122 -0.55382 -1.4 0.4 0.3 0.11
H -0.83663 -2.35534 -3.35550 0.2 0.7 0.7 0.07
H -0.80614 -3.98360 -2.86260 0.6 0.5 0.2 0.08
H 0.76525 -3.06802 -2.77425 -1.2 0.3 -0.1 0.10
H -2.10470 -4.83244 -1.08785 -0.1 0.2 0.2 0.12
H -5.57658 -3.83468 0.14353 -2.6 -0.4 0.6 0.09
H -3.82556 -1.45643 -0.58262 1.2 -0.1 0.6 0.11
H -2.38259 -1.15187 0.61301 -0.8 0.5 -1.7 0.16
H -2.18467 -0.71374 -2.51552 -0.3 -1.5 -2.7 0.07
H -2.72830 0.56247 -1.55384 -0.1 0.8 0.3 0.10
H -0.95033 1.88436 -0.66358 0.4 -0.5 -0.4 0.12
H 0.93580 3.24142 -0.38549 0.9 0.8 -0.2 0.13
H 3.48844 2.28646 1.35432 -0.2 -0.8 0.5 0.10
H 3.45162 2.58292 -0.42997 0.2 0.3 1.0 0.13
H 4.19399 4.32702 0.99331 1.5 1.3 0.1 0.09
H 2.84252 4.94412 -0.03121 0.4 -0.8 1.2 0.14
H 3.10126 4.16422 2.88528 -0.7 0.5 0.3 0.13
H 2.74127 5.84887 2.42064 0.2 -0.5 -0.3 0.12
H 0.49362 5.13766 1.67283 -1.1 1.9 -1.2 0.09
H 0.73025 4.65656 3.33808 0.0 -0.3 -0.8 0.13
H -0.25770 2.93416 1.68672 0.5 0.2 0.1 0.11
H 1.12018 2.40533 2.61202 0.1 0.7 -1.4 0.14
H 2.64323 0.23478 0.91740 -0.8 -0.5 -1.1 0.12
H 2.17491 -1.95669 -0.04725 -0.7 -0.3 0.2 0.10
```
Positions in Å, forces in eV/Å.